{"formula": "C5H11N4O", "method": "ωB97M-V/def2-TZVPD", "elements": ["C", "C", "N", "N", "C", "O", "C", "C", "N", "N", "H", "H", "H", "H", "H", "H", "H", "H", "H", "H", "H"], "coordinates": [[-0.655, -3.126, 1.010], [-0.499, -1.640, 0.852], [-1.143, -0.818, 0.089], [-0.635, 0.614, -0.074], [-0.811, 1.229, -1.736], [0.291, 0.842, -2.407], [0.739, 0.642, 0.280], [1.199, 2.110, 0.461], [1.044, -0.052, 1.500], [0.519, -1.161, 1.718], [-1.583, -3.384, 1.435], [0.148, -3.400, 1.721], [-0.674, -3.516, -0.044], [-1.230, 1.262, 0.390], [-1.789, 0.856, -1.940], [-0.685, 2.238, -1.587], [0.447, -0.088, -2.649], [1.295, 0.210, -0.527], [0.474, 2.524, 1.192], [1.317, 2.589, -0.615], [2.229, 2.067, 0.930]], "forces_ev_per_a": [[0.62, 1.03, -1.63], [0.27, 1.84, -0.66], [-0.87, 0.00, -0.92], [-0.36, -2.67, -1.38], [1.70, -3.45, 1.13], [-0.02, 0.02, -0.21], [1.16, 2.50, 0.19], [1.05, -0.49, -1.25], [-0.06, -1.88, 0.93], [0.81, 1.67, 0.75], [-1.28, -0.22, 0.61], [-0.33, -0.38, -0.92], [0.48, -0.24, 1.21], [-0.70, 0.39, 1.20], [-0.50, -0.44, -0.50], [-0.31, 2.35, 0.51], [-0.91, 0.23, 0.05], [0.43, -0.60, -0.44], [0.62, 0.59, -0.70], [-0.54, -0.50, 2.54], [-1.27, 0.23, -0.51]], "lumo_ev": -5.03, "total_charge": 1, "orbital_gap_ha": 0.3207, "relative_energy_kj_mol": 543.8, "multiplicity": 1, "total_energy_ha": -490.97983, "smiles": "CC1=N[N@H+](CO)[C@@H](C)N=N1"}